Entry 1:
Entry from OMol25: one molecule with the formula C4H12N3 at a distorted geometry (the ωB97M-V functional and the def2-TZVPD basis).

Computed properties:
**Molecular weight**: 102.2 g mol⁻¹
**Kohn-Sham gap (spin up / spin down)**: 5.56 / 7.03 eV
**E_HOMO (spin up / spin down)**: -4.78 / -6.55 eV
**Expectation value of S²**: 0.7572
**Spin multiplicity**: 2
**Calculated total energy**: -323.6973 Eh
**Max |F|**: 0.0436 Eh/bohr

Each atom is followed by the atoms it is bonded to, with distances in Å.
Element x y z (Å)
1 C -1.6687 -0.6547 0.7599  C2 1.548, N7 1.441, H8 1.094, H9 1.091
2 C -0.1935 -1.1069 0.8843  C1 1.548, C3 1.525, H10 1.107, H11 1.100
3 C 0.9316 -0.2834 0.2663  C2 1.525, C4 1.376, N6 1.485
4 C 1.5863 -0.4650 -0.9299  C3 1.376, N5 1.503, H12 1.077
5 N 1.3365 0.6435 -1.9139  C4 1.503, H13 1.025, H14 1.047, H15 1.022
6 N 1.0627 1.0421 0.9219  C3 1.485, H16 1.017, H17 1.017
7 N -1.9093 0.6896 0.3014  C1 1.441, H18 1.002, H19 1.002
8 H -2.0630 -1.3332 -0.0017  C1 1.094
9 H -2.1695 -1.0170 1.6587  C1 1.091
10 H 0.0061 -1.1984 1.9693  C2 1.107
11 H -0.0038 -2.1201 0.4991  C2 1.100
12 H 2.2492 -1.2416 -1.2714  C4 1.077
13 H 1.2502 1.4800 -1.3280  N5 1.025
14 H 0.4770 0.4800 -2.4883  N5 1.047
15 H 2.1689 0.7182 -2.5027  N5 1.022
16 H 1.4253 0.8638 1.8556  N6 1.017
17 H 0.1129 1.3845 1.0450  N6 1.017
18 H -2.3446 1.3555 0.9108  N7 1.002
19 H -2.2543 0.7632 -0.6364  N7 1.002



Entry 2:
Entry from OMol25: an isolated ion of composition C4H12N3 and charge +1 at a distorted geometry (the ωB97M-V functional and the def2-TZVPD basis).

Computed properties:
**Molecular weight**: 102.2 g mol⁻¹
**Kohn-Sham gap**: 10.14 eV
**E_HOMO**: -13.57 eV
**Calculated total energy**: -323.6025 Eh
**SMILES**: N/C=[NH+]\CCCN
**Total charge**: +1
**Max |F|**: 0.1055 Eh/bohr

Each atom is followed by the atoms it is bonded to, with distances in Å.
Element x y z (Å)
1 N 1.8511 0.7969 -2.3927  C2 1.342, H8 1.007, H9 1.031
2 C 1.1343 -0.1749 -1.8076  N1 1.342, N3 1.303, H10 1.033
3 N 0.3658 0.1423 -0.8044  C2 1.303, C4 1.493, H11 1.148
4 C 0.4876 0.9192 0.4644  N3 1.493, C5 1.609, H12 1.117, H13 1.034
5 C -0.9628 0.8650 1.1579  C4 1.609, C6 1.618, H14 1.150, H15 1.034
6 C -1.1155 -0.6696 1.6490  C5 1.618, N7 1.479, H16 1.087, H17 1.045
7 N -1.1800 -1.5588 0.4684  C6 1.479, H18 0.995, H19 1.052
8 H 2.2343 0.6311 -3.3090  N1 1.007
9 H 2.1716 1.5638 -1.7830  N1 1.031
10 H 1.2094 -1.1581 -2.1165  C2 1.033
11 H -0.1944 -0.8300 -0.5627  N3 1.148
12 H 1.2102 0.3374 1.0856  C4 1.117
13 H 0.8337 1.8743 0.2703  C4 1.034
14 H -0.7973 1.5904 2.0344  C5 1.150
15 H -1.7531 1.2483 0.6130  C5 1.034
16 H -2.0110 -0.7978 2.2524  C6 1.087
17 H -0.3027 -0.9266 2.2532  C6 1.045
18 H -1.1226 -2.5460 0.5795  N7 0.995
19 H -2.0587 -1.3070 -0.0520  N7 1.052



Entry 3:
Entry from OMol25: an isolated ion of composition C4H12N3 and charge +1 at a distorted geometry (the ωB97M-V functional and the def2-TZVPD basis).

Computed properties:
**Molecular weight**: 102.2 g mol⁻¹
**Kohn-Sham gap**: 11.49 eV
**E_HOMO**: -14.58 eV
**Calculated total energy**: -323.6694 Eh
**SMILES**: CCCNC(N)=[NH2+]
**Total charge**: +1
**Max |F|**: 0.0196 Eh/bohr

Each atom is followed by the atoms it is bonded to, with distances in Å.
Element x y z (Å)
1 C 1.0907 0.4767 2.2061  C2 1.516, H8 1.070, H9 1.080, H10 1.100
2 C 1.3428 1.0183 0.8129  C1 1.516, C3 1.515, H11 1.090, H12 1.089
3 C 0.1060 1.4645 0.0600  C2 1.515, N4 1.469, H13 1.083, H14 1.081
4 N -0.8775 0.3838 -0.0896  C3 1.469, C5 1.340, H15 1.013
5 C -0.6508 -0.7298 -0.7987  N4 1.340, N6 1.328, N7 1.327
6 N -0.0356 -0.6123 -1.9700  C5 1.328, H16 1.005, H17 1.009
7 N -1.0329 -1.9150 -0.3406  C5 1.327, H18 1.008, H19 1.010
8 H 0.7362 1.2423 2.8647  C1 1.070
9 H 1.9466 0.0139 2.6754  C1 1.080
10 H 0.2836 -0.2650 2.1101  C1 1.100
11 H 2.0568 1.8422 0.7914  C2 1.090
12 H 1.8235 0.2560 0.2023  C2 1.089
13 H -0.3764 2.2551 0.6214  C3 1.083
14 H 0.5186 1.7592 -0.8946  C3 1.081
15 H -1.4550 0.2437 0.7309  N4 1.013
16 H 0.3101 -1.3918 -2.5022  N6 1.005
17 H 0.0833 0.2829 -2.4204  N6 1.009
18 H -1.6851 -1.9732 0.4260  N7 1.008
19 H -0.9328 -2.7877 -0.8383  N7 1.010



Energy above the lowest of the compared OMol25 structures with the same formula, charge and spin? In order: 270.21; 199.01; 23.24 kJ/mol.